No. 1
The following is a DFT calculation (wB97M-V/def2-TZVPD) of a 4-piece molecular cluster, C13H32B4F2N2O15S3 overall.

Geometry as XYZ:
```
71
Properties=species:S:1:pos:R:3:forces:R:3:lowdin_charge:R:1
N 4.939 -1.376 -0.903 -1.1 1.0 -1.1 0.10
B 4.634 -0.109 -1.695 3.3 -0.2 0.4 -0.31
O 5.762 0.723 -2.176 -2.4 -2.3 -1.0 0.05
B 3.090 0.439 -2.022 -1.4 1.0 -1.2 -0.24
O 2.925 1.433 -3.141 -2.9 -0.2 4.5 0.15
B 1.730 2.224 -2.678 0.1 -0.8 -1.6 -0.34
C 1.785 3.780 -2.150 -0.3 0.5 0.2 -0.04
C 0.346 4.572 -2.194 0.2 1.0 0.5 -0.12
F 0.383 5.567 -3.329 -0.2 -2.3 2.2 -0.16
O 0.444 1.475 -2.679 3.4 -1.4 3.6 0.17
B 0.666 0.415 -1.638 0.4 0.8 -1.0 -0.27
C -0.749 -0.257 -1.035 -3.7 2.0 3.1 -0.14
O -1.554 0.393 -0.190 4.9 -4.4 -5.0 0.02
N -1.059 -1.664 -1.586 0.7 2.6 -1.9 0.12
C -1.026 -1.439 -3.113 -4.9 4.2 -4.1 -0.15
O -1.927 -0.607 -3.705 7.0 -6.4 4.3 0.03
F -0.016 -2.041 -4.021 -3.0 1.6 3.8 0.02
O 1.987 -0.044 -1.169 -1.9 2.7 -3.1 0.18
H 4.280 -1.503 -0.094 0.6 -0.2 -1.4 0.08
H 4.843 -2.178 -1.595 0.3 1.0 1.5 0.10
H 5.596 0.945 -3.142 0.1 0.2 1.9 0.11
H 2.561 4.435 -2.731 -1.4 -1.3 1.1 0.13
H 2.153 3.729 -1.015 -0.7 0.1 -2.3 0.15
H -0.591 3.875 -2.295 1.9 1.4 -0.2 0.12
H 0.186 5.241 -1.220 0.5 -1.5 -2.2 0.14
H -2.006 -1.982 -1.280 0.8 0.5 -0.7 0.15
C -4.187 1.156 -4.397 -0.2 -0.2 -0.3 -0.07
C -4.044 1.941 -3.106 0.8 -1.0 -0.4 -0.27
O -5.071 2.913 -2.974 -1.4 0.4 0.6 -0.27
S -6.552 2.425 -2.502 0.4 0.3 -0.4 0.63
C -7.210 4.034 -2.140 0.1 0.1 0.0 -0.12
O -6.434 1.686 -1.264 -0.1 0.2 -1.0 -0.29
O -7.254 1.893 -3.651 0.6 0.1 1.2 -0.29
H -5.081 0.526 -4.375 0.1 0.1 0.0 0.08
H -3.320 0.508 -4.554 -0.4 0.4 0.0 0.04
H -4.288 1.831 -5.252 0.0 0.0 0.2 0.09
H -4.023 1.275 -2.237 -0.1 0.1 0.0 0.11
H -3.092 2.482 -3.121 -0.3 0.2 0.1 0.12
H -6.649 4.467 -1.310 0.0 -0.1 -0.1 0.07
H -8.260 3.915 -1.861 0.2 -0.2 -0.1 0.08
H -7.130 4.658 -3.031 0.0 -0.2 0.1 0.08
C -5.177 1.026 2.208 -0.2 -0.2 0.0 -0.07
C -3.746 1.176 2.691 -0.3 0.1 -1.3 -0.28
O -3.654 1.012 4.098 0.3 -0.9 1.3 -0.27
S -3.694 -0.496 4.714 -0.1 0.5 -0.1 0.62
C -3.146 -0.081 6.351 0.0 0.2 0.0 -0.13
O -2.672 -1.295 4.074 -1.0 0.4 0.2 -0.29
O -5.073 -0.930 4.791 1.2 0.1 -0.3 -0.29
H -5.527 -0.004 2.331 0.1 0.1 0.0 0.07
H -5.258 1.286 1.149 0.0 0.0 0.1 0.06
H -5.851 1.667 2.786 0.1 0.0 -0.1 0.09
H -3.079 0.479 2.172 0.0 0.0 0.2 0.10
H -3.397 2.188 2.463 0.1 -0.2 0.4 0.12
H -2.125 0.300 6.296 -0.2 -0.1 -0.1 0.07
H -3.175 -0.989 6.957 -0.1 0.0 -0.2 0.08
H -3.820 0.668 6.771 0.1 -0.1 -0.1 0.07
C 8.322 -2.844 2.353 -0.2 0.2 -0.2 -0.08
C 8.356 -4.357 2.468 0.9 0.6 -0.5 -0.28
O 7.177 -4.856 3.082 -1.4 -0.6 -0.2 -0.27
S 5.816 -4.962 2.192 0.3 0.0 0.4 0.62
C 4.894 -5.980 3.318 0.1 0.0 0.1 -0.12
O 6.093 -5.730 0.997 -0.2 0.9 0.7 -0.29
O 5.192 -3.657 2.140 0.5 -1.1 -0.3 -0.29
H 7.554 -2.521 1.645 0.1 0.0 0.1 0.07
H 9.286 -2.461 2.006 -0.1 -0.1 0.1 0.08
H 8.084 -2.387 3.319 0.1 -0.1 -0.1 0.09
H 8.514 -4.824 1.490 -0.2 0.0 0.1 0.12
H 9.197 -4.648 3.105 -0.4 -0.2 0.1 0.12
H 5.390 -6.948 3.406 0.0 0.2 0.0 0.07
H 3.889 -6.109 2.911 0.2 0.1 -0.1 0.08
H 4.842 -5.478 4.286 0.0 0.0 -0.2 0.08
```
Positions in Å, forces in eV/Å.

Summary:
HOMO   -9.68 eV
Lowest unoccupied orbital energy   -1.414 eV
2S+1   1

***

No. 2
The following is a DFT calculation (wB97M-V/def2-TZVPD) of C13H32ClF3GaO8S as an isolated structure.

Geometry as XYZ:
```
59
Properties=species:S:1:pos:R:3:forces:R:3:lowdin_charge:R:1
O -2.525 4.575 -1.373 -0.6 -0.8 0.7 -0.42
S -2.443 4.717 -2.813 1.2 0.4 0.8 0.55
O -2.312 6.104 -3.199 -0.5 0.5 -1.1 -0.41
Ga -0.680 3.355 -3.676 0.7 -0.6 -0.8 0.03
Cl 0.721 2.744 -2.028 -0.3 0.2 0.0 -0.01
C -4.072 4.050 -3.501 0.9 1.1 0.7 -0.82
F -4.899 4.990 -3.882 -0.9 1.4 -0.3 0.14
F -4.672 3.319 -2.612 -0.9 -1.1 1.5 0.15
F -3.820 3.312 -4.535 0.6 -1.3 -1.9 0.12
H -1.298 2.055 -4.344 -0.1 0.1 0.3 -0.11
H 0.121 4.265 -4.694 -0.1 0.2 0.2 -0.11
C 2.428 0.396 0.059 0.0 0.0 0.0 -0.13
O 2.670 -0.265 -1.173 0.0 -0.2 0.2 -0.20
C 3.877 -0.999 -1.191 -0.2 0.1 -0.3 -0.21
C 3.641 -2.478 -0.964 0.2 -0.1 0.2 -0.21
O 3.135 -2.745 0.335 -0.1 0.1 -0.1 -0.19
C 1.729 -2.930 0.355 0.0 -0.1 0.0 -0.10
H 1.382 0.693 0.080 0.0 0.1 -0.1 0.06
H 2.628 -0.258 0.913 0.0 0.0 0.0 0.08
H 3.048 1.295 0.132 0.0 0.0 0.1 0.09
H 4.583 -0.605 -0.452 0.0 -0.1 0.0 0.12
H 4.321 -0.865 -2.184 0.0 0.0 0.0 0.12
H 4.597 -3.005 -1.050 0.0 0.0 0.0 0.12
H 2.967 -2.876 -1.729 0.0 0.1 0.0 0.12
H 1.478 -3.928 -0.023 -0.1 0.0 0.0 0.07
H 1.209 -2.176 -0.240 0.0 0.0 0.0 0.09
H 1.393 -2.853 1.387 0.1 0.0 0.0 0.09
C -1.262 6.761 3.579 0.1 0.0 -0.1 -0.13
O -1.335 7.198 2.238 -0.1 -0.1 0.2 -0.19
C -1.953 6.242 1.371 0.1 0.3 -0.2 -0.19
C -3.400 6.596 1.105 -0.1 -0.4 0.0 -0.19
O -4.188 6.520 2.297 0.1 0.2 0.1 -0.19
C -4.414 7.779 2.892 -0.1 -0.1 0.0 -0.13
H -1.043 7.630 4.202 0.0 0.0 0.0 0.08
H -2.202 6.317 3.915 0.0 0.0 0.0 0.08
H -0.452 6.031 3.698 0.0 0.0 0.1 0.09
H -1.870 5.234 1.785 0.0 0.0 0.0 0.13
H -1.409 6.260 0.426 0.0 -0.1 0.0 0.12
H -3.810 5.875 0.397 0.1 0.0 0.0 0.11
H -3.478 7.591 0.655 0.0 0.0 0.1 0.13
H -5.185 8.329 2.338 0.0 0.1 0.0 0.08
H -3.502 8.381 2.932 0.0 0.0 0.0 0.08
H -4.768 7.611 3.910 0.0 0.0 0.0 0.08
C 2.464 -9.808 0.778 0.0 -0.1 0.0 -0.11
O 1.273 -9.567 0.051 0.1 0.1 0.1 -0.19
C 0.350 -8.741 0.747 -0.1 -0.1 -0.2 -0.21
C 0.406 -7.304 0.274 0.0 0.2 0.2 -0.21
O 1.653 -6.698 0.571 0.1 -0.2 -0.1 -0.20
C 2.535 -6.658 -0.538 0.0 0.1 0.0 -0.11
H 3.205 -10.199 0.082 0.0 0.0 0.0 0.09
H 2.857 -8.894 1.230 0.0 0.0 0.0 0.08
H 2.287 -10.554 1.560 0.1 0.0 0.0 0.09
H 0.524 -8.795 1.827 0.0 0.0 0.0 0.13
H -0.650 -9.138 0.548 0.0 0.0 0.0 0.12
H -0.364 -6.732 0.802 0.0 0.0 0.0 0.13
H 0.192 -7.244 -0.797 0.0 -0.1 0.0 0.13
H 2.235 -5.859 -1.226 0.1 0.0 -0.1 0.08
H 2.558 -7.608 -1.077 0.0 0.0 0.0 0.08
H 3.535 -6.441 -0.166 0.0 0.1 0.1 0.09
```
Positions in Å, forces in eV/Å.

Summary:
HOMO   -6.07 eV
Lowest unoccupied orbital energy   2.156 eV
Charge   -1
2S+1   1

***

No. 3
The following is a DFT calculation (wB97M-V/def2-TZVPD) of C13H32O9PtSSbSi3 as an isolated structure.

Geometry as XYZ:
```
60
Properties=species:S:1:pos:R:3:forces:R:3:lowdin_charge:R:1
Pt 1.344 0.486 -0.710 0.1 0.1 0.1 1.11
O 1.445 -3.342 1.235 0.0 0.0 0.0 0.19
C 1.574 -2.294 0.452 0.0 0.1 0.0 -0.46
O 1.542 -1.148 0.864 0.0 -0.1 0.0 0.01
C 1.852 -2.683 -0.986 0.0 0.0 0.0 -0.08
O 1.669 -1.608 -1.885 0.0 0.1 0.0 -0.23
C 0.412 -1.668 -2.599 0.0 0.0 0.0 -0.08
C -0.788 -1.312 -1.714 0.0 0.0 0.1 -0.62
O -1.830 -1.906 -1.870 0.0 0.0 -0.1 0.10
O -0.588 -0.361 -0.849 0.0 -0.1 0.0 -0.16
H 1.299 -3.049 2.150 0.0 0.0 0.0 0.16
H 1.245 -3.546 -1.260 0.0 0.0 0.0 0.16
H 2.904 -2.980 -1.023 0.0 0.0 0.0 0.16
H 0.275 -2.660 -3.027 0.0 0.0 0.0 0.14
H 0.499 -0.931 -3.398 0.0 0.0 0.0 0.13
O -0.127 2.091 1.761 0.0 0.0 0.0 -0.31
S 0.900 2.260 0.775 0.0 0.0 0.0 0.58
O 0.648 3.587 -0.020 0.1 0.0 0.0 -0.44
O 1.806 1.859 -2.242 0.0 -0.1 -0.1 -0.95
O 2.267 2.607 1.417 0.0 -0.1 0.1 -0.41
C 4.407 0.033 -3.760 0.0 0.0 0.0 -0.20
Si 4.019 1.627 -4.617 0.0 0.0 0.0 0.43
C 5.471 2.559 -5.286 0.0 0.0 0.0 -0.21
C 2.516 1.590 -5.694 0.0 0.0 0.0 -0.21
Sb 3.098 3.194 -2.550 0.0 0.0 0.0 1.16
Si 2.722 3.858 2.544 0.0 0.1 0.0 0.45
C 3.751 5.009 1.515 0.0 0.0 0.0 -0.15
C 3.700 2.960 3.830 0.0 0.0 0.0 -0.15
C 1.195 4.663 3.211 0.0 0.0 0.0 -0.14
Si -0.864 4.085 -0.729 -0.2 0.1 -0.1 0.42
C -1.914 4.749 0.642 0.1 0.0 0.0 -0.14
C -1.601 2.626 -1.590 0.0 0.0 0.0 -0.15
C -0.303 5.400 -1.913 0.0 0.0 0.0 -0.15
H 4.637 -0.722 -4.519 0.0 0.0 0.0 0.05
H 3.548 -0.316 -3.184 0.0 0.0 0.0 0.01
H 5.271 0.123 -3.101 0.0 0.0 0.0 0.04
H 5.875 1.999 -6.136 0.0 0.0 0.0 0.05
H 6.267 2.661 -4.548 0.0 0.0 0.0 0.04
H 5.189 3.549 -5.644 0.0 0.0 0.0 0.04
H 2.682 0.890 -6.520 0.0 0.0 0.0 0.05
H 2.297 2.568 -6.121 0.0 0.0 0.0 0.04
H 1.648 1.251 -5.127 0.0 0.0 0.0 0.03
H 4.639 4.508 1.125 0.0 0.0 0.0 0.04
H 4.083 5.865 2.105 0.0 0.0 0.0 0.04
H 3.167 5.391 0.673 0.0 0.0 0.0 0.03
H 4.455 2.318 3.372 0.0 0.0 0.0 0.04
H 3.053 2.338 4.451 0.0 0.0 0.0 0.04
H 4.213 3.669 4.482 0.0 0.0 0.0 0.05
H 0.662 5.216 2.437 0.0 0.0 0.0 0.03
H 1.470 5.369 3.998 0.0 0.0 0.0 0.05
H 0.511 3.928 3.634 0.0 0.0 0.0 0.05
H -2.097 3.975 1.389 0.0 0.0 0.0 0.04
H -2.879 5.089 0.261 0.0 0.0 0.0 0.05
H -1.435 5.597 1.134 0.0 0.0 0.0 0.04
H -1.887 1.829 -0.902 0.0 0.0 0.0 0.04
H -0.894 2.207 -2.309 0.0 0.0 0.0 0.02
H -2.495 2.937 -2.136 0.0 0.0 0.0 0.05
H 0.344 6.131 -1.424 0.0 0.0 0.0 0.04
H -1.162 5.939 -2.319 0.0 0.0 0.0 0.05
H 0.238 4.964 -2.756 0.0 0.0 0.0 0.01
```
Positions in Å, forces in eV/Å.

Summary:
HOMO (alpha / beta)   -10.70 / -11.88 eV
Lowest unoccupied orbital energy (alpha / beta)   -2.685 / -5.656 eV
Charge   +1
ΔE to the lowest compared entry with this formula, charge and spin   0.859 eV
2S+1   5

***

No. 4
The following is a DFT calculation (wB97M-V/def2-TZVPD) of C13H32O9V as an isolated structure.

Geometry as XYZ:
```
55
Properties=species:S:1:pos:R:3:forces:R:3:lowdin_charge:R:1
O -2.034 1.537 -0.837 0.3 0.1 -0.1 -0.35
V -1.374 0.881 0.448 -2.0 0.3 0.4 0.95
O 0.155 0.589 0.160 0.7 0.1 -0.1 -0.37
C -2.682 0.525 2.744 -1.3 0.2 0.5 -0.90
O -3.301 0.426 3.817 0.7 0.0 -0.6 -0.03
O -3.228 0.972 1.633 0.9 0.1 -0.7 -0.17
O -1.414 0.227 2.573 1.0 -0.4 -0.8 -0.19
C 4.068 -0.079 -3.539 0.3 0.8 0.4 -0.06
C 4.252 0.491 -2.131 0.3 -1.2 0.2 -0.48
C 3.659 -0.456 -1.096 -0.3 0.0 0.7 -0.07
O 5.647 0.676 -1.863 0.1 0.6 -0.1 -0.07
H 4.500 0.624 -4.255 -0.2 0.0 -0.1 0.07
H 3.007 -0.240 -3.722 0.0 -0.1 -0.3 0.08
H 4.643 -1.002 -3.623 -0.2 -0.2 0.0 0.07
H 3.801 1.474 -2.019 0.0 0.1 -0.1 0.14
H 2.567 -0.448 -1.080 0.0 0.0 -0.3 0.07
H 3.945 -0.175 -0.079 0.1 0.2 -0.1 0.08
H 4.002 -1.490 -1.211 0.0 0.0 -0.3 0.08
H 6.109 -0.166 -1.877 -0.2 -0.2 0.0 0.08
C -1.048 4.473 3.028 -0.5 -0.2 0.4 -0.05
C -1.852 3.845 1.882 0.7 1.0 0.4 -0.43
C -2.526 4.930 1.045 -0.1 -0.6 -0.1 -0.04
O -0.937 3.093 1.065 -0.5 -0.8 0.5 -0.10
H -0.225 5.105 2.684 0.1 -0.1 -0.2 0.08
H -0.681 3.683 3.684 0.2 0.1 -0.1 0.08
H -1.690 5.115 3.640 -0.1 -0.1 -0.1 0.08
H -2.565 3.130 2.285 0.0 -0.1 -0.2 0.13
H -2.998 5.674 1.684 0.0 0.0 0.0 0.07
H -3.276 4.479 0.393 0.0 0.1 0.0 0.09
H -1.767 5.411 0.421 -0.1 0.2 0.0 0.08
H -0.318 3.689 0.636 0.0 -0.2 -0.1 0.11
C -2.263 -0.687 -3.024 0.0 0.1 -0.2 -0.06
C -2.254 -1.756 -1.945 -0.2 0.6 -0.1 -0.46
C -1.316 -2.881 -2.317 0.5 -0.6 0.1 -0.06
O -1.845 -1.148 -0.727 0.2 -0.2 0.7 -0.12
H -2.445 -1.124 -4.010 0.0 -0.1 0.1 0.07
H -1.290 -0.193 -3.048 0.0 0.1 0.1 0.09
H -3.033 0.062 -2.851 0.1 0.1 0.2 0.07
H -3.279 -2.123 -1.805 0.1 -0.2 -0.1 0.14
H -1.616 -3.367 -3.248 -0.1 0.1 0.0 0.08
H -1.240 -3.665 -1.556 -0.3 0.1 0.1 0.07
H -0.288 -2.523 -2.437 -0.1 0.3 -0.1 0.09
H -1.518 -1.828 -0.099 0.0 0.2 0.1 0.06
C 0.368 -4.264 1.191 0.2 -0.5 -0.3 -0.06
C 0.144 -2.997 1.970 0.2 0.8 0.5 -0.47
C 1.362 -2.069 1.961 0.1 -0.3 0.1 -0.05
O -0.987 -2.288 1.479 -0.2 -0.6 0.0 -0.09
H 0.492 -4.059 0.124 -0.1 0.1 0.0 0.07
H -0.413 -5.018 1.314 -0.2 0.3 0.0 0.08
H 1.289 -4.755 1.518 0.1 0.2 0.1 0.07
H -0.074 -3.230 3.019 0.1 -0.3 0.0 0.14
H 2.280 -2.620 2.190 -0.1 0.0 0.2 0.07
H 1.201 -1.301 2.716 0.1 0.2 -0.1 0.08
H 1.506 -1.596 0.989 -0.2 0.1 0.0 0.06
H -1.220 -1.565 2.109 0.2 0.3 -0.2 0.07
```
Positions in Å, forces in eV/Å.

Summary:
HOMO   -4.59 eV
Lowest unoccupied orbital energy   2.665 eV
Charge   -1
ΔE to the lowest compared entry with this formula, charge and spin   0.000 eV
2S+1   1